(1)
Density functional theory data (ωB97M-V/def2-TZVPD) for one molecule with the formula C3H6N2O2.

```
13
Properties=species:S:1:pos:R:3:lowdin_charge:R:1
O -2.38 1.48 1.42 0.045
O 2.17 -0.52 -1.44 0.057
N 1.17 -1.81 0.12 0.164
N -0.85 0.14 0.44 0.018
C -0.01 0.14 -0.79 -0.088
C 1.25 -0.70 -0.68 -0.531
C -1.32 1.34 0.87 -0.375
H 0.53 -1.78 0.89 0.084
H 2.08 -2.24 0.20 0.106
H -0.64 2.18 0.70 0.134
H -1.48 -0.65 0.50 0.136
H -0.56 -0.19 -1.67 0.134
H 0.25 1.19 -0.94 0.116
```

* molecular weight: 102.093 g mol⁻¹
* ΔE to the lowest compared entry with this formula, charge and spin: 83.1 kJ/mol
* orbital gap: 10.6 eV
* SMILES: NC(=O)CNC=O
* HOMO: -9.9 eV
* multiplicity: 1
* charge: 0
* lowest unoccupied orbital energy: 0.6873 eV

***

(2)
Density functional theory data (ωB97M-V/def2-TZVPD) for a 4-piece molecular cluster, C18H42FN4O5 overall.

```
70
Properties=species:S:1:pos:R:3:lowdin_charge:R:1
F 0.74 -2.02 0.77 0.027
O -1.86 2.00 -5.20 -0.240
O 2.12 -5.49 3.72 -0.192
O 3.71 -0.68 -2.85 0.001
O 1.22 1.02 5.78 -0.189
O -0.33 -0.03 0.15 0.099
N 2.55 1.14 -3.97 0.116
N -0.36 3.44 5.86 0.037
N -3.44 4.43 -5.12 0.046
N 0.86 -2.92 4.13 0.044
C 0.27 0.64 -3.54 -0.063
C 0.81 -5.24 3.24 -0.203
C 1.57 2.14 4.97 -0.209
C 1.35 1.74 -3.99 0.107
C 0.04 -4.13 3.98 -0.420
C 0.39 3.09 4.65 -0.432
C 0.62 -1.43 -1.75 -0.009
C 0.29 -1.06 -0.20 -0.278
C -2.68 4.08 -6.32 -0.425
C 1.22 -0.13 -2.48 -0.197
C 0.56 -0.03 5.08 -0.119
C -3.64 3.55 -7.38 -0.065
C 2.47 -0.31 -3.50 -0.252
C 2.18 -6.26 4.91 -0.104
C -0.47 -4.55 5.36 -0.068
C -1.51 3.12 -6.00 -0.205
C -2.52 0.95 -5.91 -0.093
C -0.58 2.56 3.60 -0.078
H -0.51 0.15 5.06 0.076
H 0.27 3.91 6.52 0.073
H 2.30 2.70 5.55 0.120
H -2.13 0.84 -6.92 0.098
H -2.35 0.02 -5.36 0.082
H 2.08 1.81 4.06 0.114
H 1.29 -2.35 -1.78 0.140
H 0.23 -6.17 3.20 0.120
H -0.83 -3.88 3.37 0.134
H -0.77 3.68 -5.41 0.101
H 1.10 -2.58 3.20 0.057
H -1.27 1.82 4.01 0.065
H -2.81 4.89 -4.46 0.074
H 0.30 -4.54 6.12 0.066
H -1.18 3.37 3.20 0.075
H 3.15 -6.75 4.96 0.089
H 1.40 -7.03 4.94 0.092
H 1.55 0.72 -1.76 0.169
H -0.79 0.96 -3.24 0.145
H 2.22 -1.03 -4.38 0.193
H 1.12 2.83 -4.27 0.174
H -0.60 2.57 6.34 0.073
H -3.59 1.13 -5.93 0.083
H 1.76 -3.20 4.53 0.088
H -1.25 -3.86 5.69 0.078
H 0.83 4.01 4.25 0.132
H -0.99 2.80 -6.91 0.122
H -3.10 3.09 -8.21 0.081
H -4.24 4.36 -7.78 0.085
H -3.68 3.56 -4.64 0.073
H 2.10 -5.61 5.79 0.074
H 0.94 -4.92 2.20 0.113
H 4.43 -0.04 -3.09 0.123
H -4.34 2.81 -6.98 0.068
H 3.43 1.62 -4.23 0.187
H 0.73 -0.96 5.62 0.067
H 0.95 -0.15 4.06 0.075
H -0.04 2.10 2.77 0.067
H -2.24 5.00 -6.72 0.140
H -0.91 -5.55 5.32 0.080
H -0.41 -1.63 -2.24 0.149
H 0.27 -0.09 -4.45 0.148
```

* molecular weight: 413.555 g mol⁻¹
* orbital gap: 5.1 eV
* HOMO: -10.3 eV
* multiplicity: 1
* charge: +1
* lowest unoccupied orbital energy: -5.2531 eV

***

(3)
Density functional theory data (ωB97M-V/def2-TZVPD) for C22H42Cl3DyN2O4SSi as an isolated structure.

```
76
Properties=species:S:1:pos:R:3:mulliken_spin:R:1
Dy -1.16 -1.60 1.63 3.416
Cl -1.39 -0.16 -0.44 0.123
Cl 0.92 -2.34 0.00 0.040
Cl -3.53 -2.00 2.40 0.000
S 1.83 -0.63 2.59 0.113
Si -1.81 -1.20 -2.46 -0.052
O -1.27 -3.93 1.51 0.206
O 0.59 -1.41 3.08 0.060
O -1.64 0.70 2.14 0.151
O -0.03 1.79 -1.95 0.142
N -0.67 -6.13 1.46 0.003
N -2.07 2.82 1.29 0.007
C 1.35 2.82 0.52 -0.001
C -1.43 1.92 2.06 0.032
C 2.04 3.12 1.69 0.004
C 0.77 4.26 -2.00 0.556
C 3.19 1.43 -0.23 0.003
C -1.81 -0.15 -3.96 -0.014
C 1.93 2.00 -0.48 -0.049
C 3.34 2.61 1.87 0.008
C 3.89 1.73 0.93 0.001
C -1.95 4.23 1.62 -0.005
C 2.67 -0.08 4.08 0.022
C 3.06 -1.87 2.18 0.004
C 1.35 1.82 -1.82 0.100
C 0.03 -7.21 0.78 -0.002
C -0.71 -4.91 0.94 -0.011
C 0.67 3.00 -2.59 0.042
C -3.48 -1.95 -2.05 -0.006
C -0.62 -2.61 -2.63 0.010
C 0.37 5.54 -2.61 -0.041
C -3.07 2.50 0.28 0.001
C -1.39 -6.49 2.68 0.004
C 0.47 2.95 -4.09 0.023
H 0.49 -7.85 1.55 0.000
H 0.38 3.30 0.35 0.016
H -0.62 3.03 -4.29 -0.003
H 2.75 -0.93 4.77 -0.002
H 3.64 0.80 -0.99 -0.001
H 1.85 1.10 -2.48 0.003
H -0.86 -3.41 -1.92 -0.014
H 4.03 -1.34 2.22 -0.002
H 0.98 3.78 -4.60 -0.007
H 2.85 -2.25 1.16 -0.010
H 0.88 2.03 -4.52 0.005
H -0.67 -3.05 -3.63 0.001
H 0.48 6.33 -1.86 0.003
H 1.34 4.41 -1.10 0.079
H -2.60 2.25 -0.68 -0.006
H -4.31 -1.28 -2.32 0.000
H -0.97 -7.43 3.01 0.001
H -0.64 2.38 2.69 -0.004
H -2.19 -0.79 -4.78 0.001
H 2.15 0.78 4.51 -0.003
H -2.46 -6.65 2.50 -0.001
H -1.24 -5.75 3.46 -0.006
H 1.05 5.81 -3.43 0.047
H 0.79 -6.79 0.13 -0.002
H -2.90 4.73 1.42 0.001
H -0.81 0.20 -4.25 0.001
H 3.92 2.92 2.75 -0.001
H -0.63 5.63 -3.01 0.022
H -0.17 -4.76 -0.01 0.004
H 4.90 1.34 1.08 0.001
H -2.49 0.72 -3.87 -0.004
H -3.70 1.66 0.58 -0.005
H -1.70 4.32 2.68 0.000
H -0.67 -7.83 0.20 0.000
H -3.67 3.40 0.13 0.006
H -3.58 -2.85 -2.66 -0.001
H 3.04 -2.67 2.93 0.000
H 3.67 0.22 3.75 -0.007
H -1.15 4.71 1.05 0.006
H 0.40 -2.28 -2.43 -0.008
H 1.59 3.75 2.48 0.001
H -3.58 -2.24 -1.00 -0.001
```

* molecular weight: 727.600 g mol⁻¹
* ΔE to the lowest compared entry with this formula, charge and spin: 381.9 kJ/mol
* orbital gap (spin up / spin down): 8.0 / 2.7 eV
* HOMO (spin up / spin down): -7.6 / -3.0 eV
* multiplicity: 6
* charge: 0
* lowest unoccupied orbital energy (spin up / spin down): 0.3886 / -0.3004 eV
* <S²>: 9.75

***

(4)
Density functional theory data (ωB97M-V/def2-TZVPD) for C40H49FN8NaO4 as an isolated structure.

```
103
Properties=species:S:1:pos:R:3:lowdin_charge:R:1
Na 0.92 2.12 -0.82 0.410
F -0.60 -4.75 -1.80 0.060
O 3.90 1.93 0.21 0.038
O 0.89 -0.06 -1.16 0.031
O 1.82 1.73 1.08 -0.078
O 1.58 4.21 -2.80 0.065
N 0.98 4.31 -0.59 0.138
N -2.07 3.40 -0.24 0.187
N 1.23 -6.40 -0.41 -0.106
N -2.11 0.61 -0.13 0.188
N 1.68 6.39 -0.08 -0.076
N 0.90 4.96 1.64 0.233
N 1.32 -8.63 0.76 0.055
N 3.72 -2.39 0.65 -0.043
C 1.72 -0.74 -0.55 -0.291
C 0.43 -4.17 -1.14 -0.200
C 2.57 -8.37 -0.06 -0.070
C -2.13 5.76 0.30 -0.226
C 4.53 -3.48 2.72 -0.063
C -1.93 7.07 -0.10 -0.058
C -2.49 5.41 1.71 -0.040
C 1.63 -2.21 -0.52 -0.033
C -1.73 5.04 -2.00 -0.223
C -3.16 2.75 -0.29 -0.264
C -2.02 4.75 -0.66 -0.233
C 1.84 7.58 0.72 -0.024
C 0.08 -8.50 -0.07 -0.074
C 3.76 -1.02 0.71 0.036
C -0.70 -0.10 2.24 -0.013
C -0.09 -7.02 -0.45 -0.131
C -3.46 -1.29 -1.81 -0.027
C 2.45 -4.39 0.12 0.055
C -1.36 -1.14 1.39 -0.207
C 1.19 5.22 0.35 -0.395
C 4.80 -3.14 1.26 -0.196
C -3.13 1.31 0.16 -0.260
C 1.92 6.27 -1.51 -0.018
C 2.62 -3.00 0.08 -0.122
C -4.33 0.83 0.92 -0.001
C -2.07 -0.76 0.23 -0.216
C 2.24 -7.24 -1.04 -0.128
C 2.88 1.31 0.52 -0.672
C -1.98 -3.44 0.95 -0.108
C -4.49 3.28 -0.75 -0.002
C -2.67 -3.04 -0.19 -0.069
C 0.55 -2.82 -1.15 0.084
C 2.82 -0.19 0.21 -0.022
C 1.48 4.82 -1.75 -0.465
C -2.71 -1.70 -0.57 -0.225
C -1.63 3.92 -3.00 -0.021
C -1.53 6.36 -2.36 -0.052
C 1.36 -4.99 -0.49 -0.151
C -1.33 -2.48 1.72 -0.050
C -1.62 7.38 -1.42 -0.088
H 3.13 -6.66 -1.24 0.136
H -5.21 0.80 0.27 0.088
H 1.30 6.96 -2.09 0.126
H -5.20 3.29 0.07 0.087
H -3.51 5.04 1.79 0.079
H 2.97 6.40 -1.76 0.140
H 2.28 8.36 0.10 0.096
H -2.61 3.47 -3.18 0.083
H -0.18 -2.19 -1.64 0.141
H 4.98 -4.04 0.67 0.111
H 3.34 -8.08 0.64 0.134
H 1.38 -9.55 1.20 0.183
H -4.91 2.63 -1.53 0.094
H 0.87 7.94 1.08 0.086
H 2.84 -9.30 -0.55 0.136
H -4.39 4.28 -1.15 0.087
H 5.71 -2.54 1.17 0.125
H 1.29 -7.93 1.50 0.183
H 0.24 -9.14 -0.94 0.136
H -0.76 -8.89 0.49 0.138
H 4.63 -0.61 1.22 0.152
H 3.63 -4.09 2.83 0.067
H -0.80 -2.78 2.62 0.108
H -1.29 6.60 -3.39 0.118
H -1.23 4.27 -3.95 0.086
H -1.47 8.41 -1.72 0.103
H -1.83 4.63 2.10 0.065
H -4.17 -0.17 1.33 0.086
H -0.25 -0.56 3.12 0.082
H -3.03 -0.39 -2.25 0.079
H -2.03 7.87 0.63 0.109
H -2.41 6.29 2.36 0.078
H -4.51 -1.09 -1.59 0.083
H 0.87 3.97 1.85 0.109
H -0.58 -6.98 -1.42 0.130
H 1.89 -7.64 -2.00 0.137
H 2.51 7.42 1.57 0.090
H -1.96 -4.48 1.24 0.089
H -1.42 0.65 2.59 0.085
H -0.97 3.14 -2.61 0.068
H -0.73 -6.52 0.27 0.129
H -4.56 1.52 1.73 0.094
H 0.08 0.43 1.69 0.059
H 4.39 -2.57 3.30 0.083
H 1.31 5.55 2.35 0.107
H 3.14 -5.02 0.66 0.106
H -3.44 -2.09 -2.55 0.080
H 5.37 -4.03 3.15 0.079
H -3.18 -3.78 -0.80 0.112
```

* molecular weight: 747.872 g mol⁻¹
* ΔE to the lowest compared entry with this formula, charge and spin: 89.0 kJ/mol
* orbital gap: 6.5 eV
* HOMO: -9.6 eV
* multiplicity: 1
* charge: +1
* lowest unoccupied orbital energy: -3.0929 eV

***

(5)
Density functional theory data (ωB97M-V/def2-TZVPD) for a 2-piece molecular cluster, C22H20BrFN3O7P overall.

```
55
Properties=species:S:1:pos:R:3:lowdin_charge:R:1
Br -2.73 2.45 2.04 0.914
P -7.79 -0.03 1.67 0.768
F -8.39 -2.85 -2.42 0.195
O -8.84 1.01 1.66 -0.384
O -4.93 1.07 -2.46 0.172
O -5.44 1.40 2.78 0.095
O -7.18 -3.24 -0.64 0.154
O -0.69 1.12 -0.46 0.088
O -8.29 0.20 -1.62 0.185
O -1.99 0.03 -1.93 0.098
N -6.68 -1.43 -2.00 0.188
N 7.00 -0.30 3.25 -0.071
N 3.12 -0.33 -2.57 -0.067
C -5.29 1.26 1.59 -0.407
C -7.41 -2.57 -1.60 -0.524
C -4.05 1.74 0.90 -0.499
C 6.27 -1.36 1.27 0.059
C 7.87 -0.27 4.45 0.058
C 7.04 -1.34 2.41 0.031
C 6.18 0.74 3.01 0.026
C 3.23 -0.17 -0.21 0.066
C -1.69 1.09 -1.13 -0.501
C 4.61 -0.28 -0.26 -0.126
C -3.93 1.68 -0.42 -0.162
C 4.45 -0.41 -2.64 0.030
C 5.22 -0.39 -1.50 0.057
C -7.18 -0.22 -1.42 -0.401
C 2.29 -0.39 -3.80 0.061
C 5.43 -0.29 0.99 -0.124
C -5.01 1.09 -1.25 -0.281
C 5.38 0.76 1.89 0.061
C -6.17 0.49 -0.55 -0.051
C -2.73 2.17 -1.16 -0.061
C 2.50 -0.20 -1.38 0.031
C -6.32 0.58 0.76 -0.140
H 7.24 -0.15 5.33 0.118
H 6.30 -0.46 -1.60 0.144
H 1.67 0.51 -3.85 0.118
H 6.33 -2.22 0.61 0.145
H 6.19 1.54 3.73 0.162
H 4.89 -0.49 -3.63 0.156
H 4.75 1.62 1.72 0.146
H 2.94 -0.44 -4.67 0.107
H -5.74 -1.59 -1.68 0.137
H -3.00 2.38 -2.19 0.137
H 1.42 -0.13 -1.39 0.139
H 8.43 -1.19 4.52 0.107
H 7.71 -2.15 2.66 0.156
H 8.55 0.57 4.36 0.119
H -2.01 -0.76 -1.38 0.124
H -2.33 3.07 -0.72 0.114
H -7.37 -0.33 2.97 0.036
H -8.21 -1.19 0.99 0.031
H 2.69 -0.08 0.72 0.147
H 1.67 -1.28 -3.75 0.119
```

* molecular weight: 568.292 g mol⁻¹
* orbital gap: 5.4 eV
* HOMO: -13.2 eV
* multiplicity: 1
* charge: +2
* lowest unoccupied orbital energy: -7.7667 eV

***

(6)
Density functional theory data (ωB97M-V/def2-TZVPD) for one molecule with the formula C15H10IN5O.

```
32
Properties=species:S:1:pos:R:3:lowdin_charge:R:1
I -3.68 -4.99 5.27 0.684
O 0.45 -1.01 -1.00 0.073
N -3.02 0.07 2.85 0.127
N 2.16 0.27 -4.76 -0.002
N 2.86 1.41 -4.63 0.091
N -3.52 -2.04 3.94 0.056
N -0.34 0.67 0.31 0.130
C -1.87 -1.99 2.43 -0.184
C -2.16 0.65 1.96 -0.070
C -1.09 -1.41 1.44 0.066
C 0.51 0.14 -0.64 -0.406
C 1.84 0.88 -2.72 -0.117
C -2.03 -3.30 2.94 -0.091
C 2.85 3.11 -1.37 -0.067
C 2.69 1.77 -3.39 -0.308
C -2.98 -3.30 3.93 -0.608
C 1.50 -0.10 -3.64 -0.008
C 1.44 1.09 -1.33 -0.055
C 1.99 2.23 -0.70 -0.041
C -2.83 -1.22 3.06 -0.316
C -1.18 -0.03 1.22 -0.195
C 3.18 2.87 -2.71 -0.001
H -0.31 1.66 0.43 0.121
H -4.30 -1.69 4.50 0.155
H -0.32 -2.03 0.92 0.126
H 0.83 -0.96 -3.49 0.134
H 3.30 3.95 -0.85 0.104
H 3.83 3.60 -3.17 0.110
H -1.45 -4.18 2.70 0.104
H 2.18 -0.28 -5.63 0.173
H -2.24 1.75 1.82 0.115
H 1.71 2.40 0.32 0.099
```

* molecular weight: 403.183 g mol⁻¹
* ΔE to the lowest compared entry with this formula, charge and spin: 0.0 kJ/mol
* orbital gap: 7.9 eV
* SMILES: O=C(Nc1cnc2[nH]c(I)cc2c1)c1cccc2n[nH]cc12
* HOMO: -8.2 eV
* multiplicity: 1
* charge: 0
* lowest unoccupied orbital energy: -0.3056 eV

***

(7)
Density functional theory data (ωB97M-V/def2-TZVPD) for a 10-piece molecular cluster, C26H60BF16N6O10P overall.

```
120
Properties=species:S:1:pos:R:3:lowdin_charge:R:1
P 7.19 0.82 -1.29 0.081
F 8.83 0.63 -1.30 -0.188
F -2.71 -2.31 -9.14 0.122
F 0.17 0.58 -0.23 0.087
F -0.85 -8.97 5.35 0.121
F -0.99 -0.84 1.11 0.147
F -3.79 -2.87 -7.37 0.160
F 7.03 -0.78 -1.07 -0.184
F -2.21 -7.27 5.28 0.051
F 7.20 0.76 -2.91 -0.172
F 5.58 0.96 -1.26 -0.197
F 7.10 0.98 0.29 -0.179
F -1.07 -7.61 7.06 0.117
F -1.69 -3.05 -7.45 0.144
F -0.39 0.99 1.93 0.065
F 7.42 2.37 -1.47 -0.161
F 1.18 -0.58 1.41 0.162
O -3.75 0.07 -7.60 -0.143
O 1.57 -7.24 5.31 -0.302
O -2.12 -0.36 -6.08 -0.356
O 0.26 6.11 -6.02 0.148
O 1.53 -5.26 -1.66 0.144
O 0.31 -5.45 5.46 -0.105
O -6.75 -1.99 -1.46 0.143
O 7.20 -5.97 1.07 0.167
O -2.24 6.33 6.95 0.198
O 3.66 5.90 5.35 0.208
N 0.26 4.20 -4.53 0.090
N 3.00 5.90 3.09 0.098
N -5.75 0.20 -2.06 0.114
N -4.52 5.59 6.98 0.119
N 1.15 -3.14 -2.68 0.125
N 6.41 -5.24 3.28 0.097
C 2.48 -3.07 -3.57 0.076
C -2.70 -2.28 -7.80 -0.634
C 7.35 -5.95 2.27 -0.302
C 0.71 -4.50 -2.23 -0.328
C 0.24 -6.78 5.19 -0.544
C -2.54 -0.75 -7.38 -0.429
C -1.93 5.02 -5.52 0.029
C 3.84 8.00 4.33 0.030
C -0.95 -7.67 5.72 -0.498
C -7.38 -1.04 -3.64 0.031
C -4.18 0.31 -8.95 -0.276
C -6.62 -1.08 -2.31 -0.279
C 3.53 6.56 4.39 -0.407
C -0.74 -4.60 -1.96 0.011
C 1.75 4.08 -4.90 0.045
C -0.44 5.29 -5.40 -0.302
C -2.57 4.01 6.44 0.023
C 3.82 4.63 2.81 0.058
C -5.80 0.50 -0.54 0.032
C -5.11 6.08 5.57 0.077
C -5.44 1.16 -8.77 -0.093
C -1.17 -4.25 7.08 -0.072
C 8.73 -6.42 2.90 0.027
C -2.97 5.41 6.80 -0.381
C 5.92 -3.81 2.88 0.073
C -0.90 -4.70 5.59 -0.247
B 0.03 0.01 1.03 -1.459
H 2.01 5.70 3.16 0.175
H -2.34 3.28 7.22 0.118
H -1.90 -3.44 7.12 0.049
H -4.67 6.23 7.75 0.172
H 1.85 4.12 -5.98 0.112
H -4.97 0.20 -2.71 0.184
H 6.84 -3.23 2.79 0.111
H 1.96 3.10 -4.46 0.112
H -0.21 -3.89 7.47 0.065
H -6.14 5.74 5.64 0.101
H 3.42 4.35 1.84 0.110
H 8.43 -6.94 3.80 0.079
H 2.34 -3.32 -4.62 0.103
H 9.46 -5.63 3.07 0.094
H -2.16 3.96 -5.62 0.101
H -0.65 -3.76 5.10 0.097
H -5.43 -0.31 0.08 0.105
H -3.46 0.88 -9.54 0.109
H -5.27 1.43 -0.34 0.099
H 3.07 6.56 2.33 0.161
H 0.44 -2.62 -3.17 0.165
H -5.47 1.93 -9.54 0.062
H 5.32 -3.51 3.73 0.106
H -6.82 0.61 -0.19 0.107
H 6.80 -5.28 4.21 0.162
H 9.36 -7.12 2.34 0.094
H -8.38 -1.48 -3.54 0.103
H 4.91 8.11 4.14 0.120
H -4.49 -0.54 -9.56 0.108
H -1.57 4.06 6.02 0.103
H 3.29 -3.64 -3.13 0.101
H 0.23 4.51 -3.57 0.173
H 5.58 -5.80 3.38 0.176
H -2.53 5.52 -4.76 0.101
H 4.87 4.91 2.71 0.118
H -1.35 -4.13 -2.74 0.091
H -2.26 5.58 -6.40 0.107
H -6.24 1.00 -2.43 0.151
H -1.08 -4.07 -1.07 0.116
H -4.64 5.51 4.78 0.098
H -6.88 -1.62 -4.42 0.113
H -1.76 -5.13 5.08 0.101
H 2.29 4.89 -4.42 0.109
H -5.47 1.70 -7.82 0.062
H -1.74 -0.38 -8.02 0.121
H 2.78 -2.02 -3.52 0.098
H 1.31 -2.54 -1.88 0.180
H -5.02 7.16 5.46 0.110
H -4.92 4.72 7.28 0.163
H 3.69 3.86 3.57 0.115
H -1.53 -5.04 7.73 0.057
H -3.13 3.52 5.64 0.100
H -7.67 -0.03 -3.93 0.086
H 3.31 8.57 3.58 0.096
H -1.14 -5.61 -1.85 0.112
H -6.37 0.62 -8.94 0.065
H -0.18 3.31 -4.69 0.165
H 3.68 8.41 5.33 0.115
H 5.27 -3.89 2.01 0.110
H 0.15 -6.71 4.11 0.117
```

* molecular weight: 962.552 g mol⁻¹
* ΔE to the lowest compared entry with this formula, charge and spin: 1228.4 kJ/mol
* orbital gap: 1.3 eV
* HOMO: -6.9 eV
* multiplicity: 1
* charge: +2
* lowest unoccupied orbital energy: -5.6225 eV

***

(8)
Density functional theory data (ωB97M-V/def2-TZVPD) for one molecule with the formula C5H8O2.

```
15
Properties=species:S:1:pos:R:3:lowdin_charge:R:1
O -0.46 1.01 -1.80 0.067
O -0.45 -1.43 0.52 -0.047
C 0.47 -0.76 -0.36 -0.304
C -0.99 0.93 0.70 -0.005
C -0.50 0.37 -0.58 -0.425
C -1.47 -0.48 0.25 -0.151
C 1.82 -0.56 0.29 -0.018
H -1.62 1.82 0.55 0.118
H -0.44 0.94 1.62 0.103
H 2.46 0.05 -0.35 0.088
H -0.91 1.86 -1.73 0.106
H 0.55 -1.30 -1.32 0.159
H 1.71 -0.08 1.26 0.080
H -2.46 -0.84 0.52 0.143
H 2.29 -1.54 0.44 0.086
```

* molecular weight: 100.117 g mol⁻¹
* ΔE to the lowest compared entry with this formula, charge and spin: 276.8 kJ/mol
* orbital gap: 9.5 eV
* SMILES: C[C@H]1O[C@H]2C[C@]21O
* HOMO: -8.7 eV
* multiplicity: 1
* charge: 0
* lowest unoccupied orbital energy: 0.8024 eV